{"formula": "C2H4FNOS", "method": "ωB97M-V with the def2-TZVPD basis set", "symbols": ["C", "C", "N", "O", "F", "S", "H", "H", "H", "H"], "coordinates": [[1.729, -0.949, -1.087], [0.702, -0.645, 0.098], [-0.636, -0.172, -0.374], [1.574, -1.055, -2.247], [3.023, -1.165, -0.670], [-0.667, 1.554, -0.737], [0.958, 0.188, 0.731], [0.456, -1.568, 0.727], [-1.024, -0.758, -1.128], [-1.557, 1.964, 0.339]], "atomic_forces_ev_per_a": [[0.656, -0.132, 1.070], [-1.747, -0.821, -0.948], [0.761, 0.287, -0.550], [-1.293, 0.293, -0.145], [-0.785, 0.267, 0.913], [-1.389, -0.758, 1.487], [1.149, -0.158, 0.312], [1.031, 1.021, -0.947], [0.289, 0.714, 0.382], [1.329, -0.715, -1.573]], "nbo_charge": [0.85, -0.35, -0.75, -0.51, -0.36, 0.12, 0.25, 0.24, 0.39, 0.13], "max_force_ev_per_a": 2.18, "smiles": "O=C(F)CNS", "multiplicity": 1, "total_energy_ha": -706.624539}


{"formula": "C4H11NS2", "method": "ωB97M-V with the def2-TZVPD basis set", "symbols": ["C", "C", "N", "H", "H", "H", "H", "H", "C", "C", "S", "S", "H", "H", "H", "H", "H", "H"], "coordinates": [[0.875, -1.369, 0.363], [0.632, -2.663, 0.541], [-0.582, -3.298, 0.190], [0.092, -0.709, 0.019], [1.879, -0.988, 0.486], [1.390, -3.338, 0.908], [-1.230, -2.624, -0.178], [-0.999, -3.768, 0.980], [0.956, 2.587, 0.364], [-0.402, 2.003, -0.040], [-0.283, 1.502, -1.816], [-2.209, 0.908, -2.157], [1.321, 3.270, -0.405], [1.695, 1.788, 0.443], [0.906, 3.113, 1.314], [-1.170, 2.766, 0.040], [-0.649, 1.157, 0.592], [-2.222, -0.337, -1.644]], "atomic_forces_ev_per_a": [[0.213, -0.333, -0.036], [-0.408, 0.048, -0.225], [0.518, 0.166, 0.334], [0.090, 0.061, -0.137], [-0.086, 0.134, 0.103], [0.127, -0.083, 0.063], [-0.334, 0.151, -0.101], [-0.079, -0.259, -0.004], [0.048, -0.375, -0.352], [0.602, 0.565, -0.369], [-0.260, -0.162, 0.811], [-0.240, 0.109, -0.155], [-0.053, 0.158, 0.093], [0.025, 0.020, 0.096], [-0.065, 0.001, 0.037], [-0.179, -0.072, -0.048], [-0.166, -0.132, -0.088], [0.246, 0.005, -0.022]], "nbo_charge": [-0.50, 0.01, -0.81, 0.18, 0.21, 0.19, 0.36, 0.37, -0.63, -0.51, 0.09, -0.13, 0.21, 0.21, 0.22, 0.22, 0.21, 0.11], "max_force_ev_per_a": 0.90, "smiles": "C=CN.CCSS", "multiplicity": 1, "total_energy_ha": -1010.103131}


{"formula": "C3H6OS", "method": "ωB97M-V with the def2-TZVPD basis set", "symbols": ["O", "C", "C", "C", "S", "H", "H", "H", "H", "H", "H"], "coordinates": [[0.279, 1.626, -1.572], [-0.561, 0.951, -0.978], [-0.620, -0.165, -0.047], [0.677, -0.854, 0.332], [1.662, -0.242, 1.684], [-1.715, 1.129, -1.175], [-1.251, 0.144, 0.856], [-1.300, -0.939, -0.444], [1.385, -0.573, -0.561], [0.476, -1.876, 0.322], [0.967, 0.799, 1.583]], "atomic_forces_ev_per_a": [[-1.031, -2.463, 2.297], [-2.535, 3.075, -3.073], [-0.170, -0.793, 2.620], [1.084, 1.611, -1.890], [0.659, -2.547, -0.345], [1.784, 0.419, -0.131], [0.901, -0.018, -0.967], [0.361, 0.327, -0.349], [-0.581, -0.698, 1.124], [0.655, -1.967, 0.358], [-1.126, 3.055, 0.358]], "mulliken_spin": [0.00, 0.00, 0.04, -0.04, 0.91, 0.00, -0.01, 0.00, 0.11, 0.00, -0.01], "max_force_ev_per_a": 5.03, "charge": 1, "s_squared": 0.75, "multiplicity": 2, "total_energy_ha": -590.928832}


{"formula": "C25H30Cl2N2O2S4SiV", "method": "ωB97M-V with the def2-TZVPD basis set", "symbols": ["V", "C", "Si", "C", "C", "C", "C", "C", "C", "N", "C", "S", "H", "H", "H", "H", "H", "H", "H", "H", "H", "H", "H", "H", "Cl", "C", "Cl", "H", "H", "C", "N", "C", "C", "O", "H", "H", "H", "H", "H", "H", "H", "O", "C", "C", "C", "C", "C", "S", "C", "C", "C", "C", "S", "C", "C", "C", "C", "S", "H", "H", "H", "H", "H", "H", "H", "H", "H"], "coordinates": [[-0.660, 1.015, -1.412], [0.496, -0.149, 5.497], [1.031, 0.413, 3.789], [2.591, -0.493, 3.318], [1.308, 2.263, 3.846], [-0.366, 0.013, 2.594], [-1.550, -0.563, 3.028], [-2.600, -0.832, 2.148], [-2.424, -0.497, 0.825], [-1.298, 0.058, 0.369], [-0.271, 0.302, 1.213], [1.089, 1.016, 0.401], [1.283, 0.076, 6.221], [0.317, -1.227, 5.533], [-0.412, 0.357, 5.832], [3.408, -0.227, 3.994], [2.890, -0.250, 2.298], [2.439, -1.572, 3.383], [2.137, 2.505, 4.516], [0.415, 2.772, 4.222], [1.539, 2.646, 2.852], [-1.675, -0.805, 4.078], [-3.521, -1.286, 2.484], [-3.194, -0.678, 0.084], [-2.780, 1.365, -2.920], [-1.837, 2.008, -4.287], [-0.312, 2.665, -3.677], [-2.404, 2.796, -4.766], [-1.611, 1.184, -4.953], [-0.864, 5.085, 2.208], [-1.430, 4.050, 1.363], [-2.386, 3.130, 1.964], [-0.903, 3.770, 0.177], [-1.249, 2.810, -0.510], [-1.663, 5.697, 2.627], [-0.206, 5.723, 1.621], [-0.292, 4.640, 3.024], [-3.082, 3.697, 2.580], [-1.869, 2.388, 2.581], [-2.926, 2.609, 1.180], [-0.099, 4.440, -0.144], [-0.176, -0.322, -2.642], [0.409, -1.582, -2.678], [1.921, -1.422, -2.764], [2.877, -2.377, -2.936], [4.193, -1.843, -2.964], [4.200, -0.489, -2.811], [2.622, 0.136, -2.625], [-0.074, -2.314, -3.919], [-0.091, -3.645, -4.204], [-0.537, -3.925, -5.527], [-0.846, -2.794, -6.215], [-0.600, -1.392, -5.266], [0.032, -2.346, -1.419], [0.715, -2.402, -0.242], [-0.034, -3.006, 0.805], [-1.272, -3.396, 0.397], [-1.533, -3.043, -1.253], [2.647, -3.427, -3.047], [5.086, -2.437, -3.095], [5.053, 0.171, -2.796], [0.194, -4.403, -3.488], [-0.631, -4.921, -5.936], [-1.221, -2.715, -7.223], [1.706, -1.989, -0.121], [0.335, -3.141, 1.811], [-2.037, -3.888, 0.977]], "atomic_forces_ev_per_a": [[0.011, 0.098, 0.042], [-0.012, -0.010, 0.020], [-0.020, -0.064, -0.040], [0.043, -0.016, -0.003], [-0.012, 0.070, 0.043], [0.020, 0.003, 0.058], [-0.089, 0.018, 0.036], [0.057, 0.095, 0.049], [-0.026, 0.013, -0.054], [0.032, 0.036, 0.041], [0.107, 0.128, -0.005], [-0.257, -0.114, 0.011], [0.001, 0.000, 0.002], [-0.002, 0.005, 0.002], [0.002, -0.002, 0.005], [0.005, -0.011, -0.002], [0.004, -0.001, 0.016], [0.008, -0.017, -0.005], [-0.014, 0.016, -0.009], [0.021, -0.029, 0.018], [0.015, 0.006, -0.031], [0.012, -0.017, -0.004], [-0.009, -0.010, -0.003], [0.004, 0.031, 0.014], [0.015, -0.011, 0.023], [-0.003, 0.019, -0.001], [0.066, 0.006, 0.071], [-0.007, 0.007, -0.032], [0.002, -0.032, 0.015], [-0.035, 0.004, 0.018], [0.073, -0.026, -0.035], [0.023, 0.003, 0.050], [0.243, -0.247, 0.309], [-0.341, 0.145, -0.349], [-0.007, 0.020, -0.004], [0.011, -0.022, -0.004], [-0.016, 0.026, -0.026], [-0.012, -0.005, 0.002], [-0.026, 0.055, -0.026], [-0.007, -0.008, -0.013], [-0.055, 0.067, -0.036], [-0.192, 0.138, -0.203], [0.087, -0.071, 0.187], [0.061, -0.059, 0.054], [0.037, -0.016, -0.035], [-0.017, -0.024, 0.021], [-0.005, -0.005, -0.008], [0.032, 0.006, -0.131], [0.013, 0.031, 0.035], [-0.009, -0.014, 0.029], [0.000, 0.044, 0.023], [-0.008, -0.049, -0.046], [-0.001, 0.055, 0.002], [0.090, -0.022, 0.035], [0.027, -0.060, -0.062], [-0.012, -0.055, -0.052], [0.067, -0.083, 0.047], [-0.051, -0.025, -0.082], [-0.003, -0.003, -0.003], [0.005, -0.005, 0.001], [-0.002, -0.003, 0.003], [0.008, -0.001, 0.008], [0.000, 0.004, -0.002], [0.006, 0.005, 0.006], [0.021, -0.007, -0.015], [0.007, -0.004, 0.030], [0.014, -0.006, -0.003]], "mulliken_spin": [0.98, 0.00, 0.00, 0.00, 0.00, 0.00, 0.01, -0.01, 0.03, 0.01, 0.00, -0.03, 0.00, 0.00, 0.00, 0.00, 0.00, 0.00, 0.00, 0.00, 0.00, 0.00, 0.00, 0.00, 0.00, -0.01, 0.00, 0.00, 0.00, 0.00, 0.01, 0.00, 0.01, -0.01, 0.00, 0.00, 0.00, 0.00, 0.00, 0.00, 0.00, 0.00, 0.00, -0.01, 0.00, 0.00, 0.00, 0.00, 0.01, 0.00, 0.00, 0.00, 0.00, 0.01, 0.00, 0.00, 0.00, 0.00, 0.00, 0.00, 0.00, 0.00, 0.00, 0.00, 0.00, 0.00, 0.00], "max_force_ev_per_a": 0.51, "s_squared": 0.76, "multiplicity": 2, "total_energy_ha": -4977.333717}


{"formula": "C14H27AlN", "method": "ωB97M-V with the def2-TZVPD basis set", "symbols": ["C", "C", "C", "C", "C", "C", "C", "C", "Al", "H", "H", "H", "H", "H", "H", "H", "H", "H", "H", "H", "H", "C", "C", "N", "C", "C", "C", "C", "H", "H", "H", "H", "H", "H", "H", "H", "H", "H", "H", "H", "H", "H", "H"], "coordinates": [[-4.356, -1.405, -3.707], [-4.289, -2.208, -2.325], [-5.633, -2.481, -1.585], [-5.608, -3.249, -0.225], [-4.286, -3.790, 0.401], [-2.924, -3.526, -0.323], [-2.997, -2.738, -1.659], [-1.585, -2.426, -2.380], [-1.106, -0.481, -1.786], [-3.613, -1.826, -4.485], [-5.403, -1.497, -4.181], [-4.127, -0.280, -3.567], [-6.580, -2.062, -2.066], [-6.601, -3.427, 0.330], [-4.311, -4.361, 1.383], [-1.913, -3.870, 0.065], [-1.659, -2.522, -3.525], [-0.774, -3.185, -2.059], [-0.020, -0.575, -0.628], [-2.415, 0.186, -1.114], [-0.704, 0.459, -3.004], [4.738, 3.247, 3.259], [4.511, 2.415, 2.002], [3.435, 1.439, 2.129], [3.410, 0.461, 1.042], [3.124, 0.973, -0.367], [2.132, 1.965, 2.524], [1.501, 3.040, 1.640], [4.905, 2.608, 4.130], [5.623, 3.877, 3.131], [3.894, 3.909, 3.468], [5.446, 1.881, 1.801], [4.349, 3.092, 1.152], [2.689, -0.328, 1.283], [4.382, -0.048, 1.026], [2.071, 1.223, -0.500], [3.358, 0.192, -1.096], [3.728, 1.847, -0.625], [2.220, 2.370, 3.539], [1.423, 1.137, 2.629], [2.213, 3.815, 1.348], [0.692, 3.534, 2.187], [1.058, 2.615, 0.739]], "atomic_forces_ev_per_a": [[0.317, -0.279, 0.182], [-1.428, -1.685, 3.072], [3.931, -1.050, 1.402], [2.370, 0.403, -1.425], [0.379, 2.076, -3.340], [-4.656, 1.392, -1.541], [0.175, -0.498, 0.012], [-1.222, -1.145, 0.181], [-0.549, -0.296, 0.114], [-1.065, 0.665, 1.364], [1.499, 0.085, 0.931], [-0.228, -1.851, -0.074], [1.333, -0.821, 0.992], [1.782, 0.278, -0.980], [-0.057, 0.870, -1.449], [-1.644, 0.526, -0.555], [-0.140, 0.172, 1.626], [-1.387, 1.101, -0.285], [0.539, -0.058, 0.271], [-0.225, 0.020, 0.000], [0.325, 0.134, -0.449], [-0.059, 0.067, 0.011], [-0.171, -0.008, 0.114], [0.058, -0.293, 0.069], [0.185, -0.185, -0.040], [-0.151, 0.016, -0.199], [0.036, 0.169, 0.311], [-0.265, 0.066, -0.134], [-0.085, -0.001, -0.065], [-0.069, -0.039, -0.027], [0.034, -0.047, 0.031], [-0.198, -0.154, -0.124], [0.086, 0.107, -0.047], [-0.066, 0.215, 0.076], [0.056, 0.151, 0.135], [0.083, -0.040, -0.050], [-0.065, 0.039, 0.062], [0.015, -0.017, 0.064], [0.146, -0.001, -0.064], [0.230, -0.074, -0.184], [0.025, -0.049, 0.017], [0.040, -0.035, -0.014], [0.089, 0.076, 0.008]], "nbo_charge": [-0.65, -0.04, -0.22, -0.29, -0.23, -0.26, 0.05, -0.95, 0.90, 0.22, 0.20, 0.24, 0.21, 0.20, 0.20, 0.23, 0.21, 0.21, -0.42, -0.40, -0.41, -0.61, -0.21, -0.46, -0.21, -0.64, -0.22, -0.64, 0.21, 0.20, 0.20, 0.19, 0.16, 0.21, 0.18, 0.23, 0.21, 0.19, 0.18, 0.21, 0.19, 0.21, 0.22], "max_force_ev_per_a": 5.10, "charge": -1, "multiplicity": 1, "total_energy_ha": -846.683799}


{"formula": "C7H10ClN4S", "method": "ωB97M-V with the def2-TZVPD basis set", "symbols": ["C", "C", "C", "C", "C", "C", "C", "N", "N", "N", "N", "S", "Cl", "H", "H", "H", "H", "H", "H", "H", "H", "H", "H"], "coordinates": [[-3.466, 0.433, -0.117], [-3.490, 1.776, -0.310], [-2.094, 0.047, -0.089], [-1.339, 1.225, -0.291], [0.719, 0.036, -0.363], [-1.402, -1.168, 0.088], [4.599, 0.117, 0.011], [-2.194, 2.250, -0.406], [0.011, 1.232, -0.372], [-0.049, -1.084, 0.018], [-1.989, -2.330, 0.331], [3.324, 1.161, 0.690], [1.605, -0.301, -1.880], [-4.313, -0.215, -0.012], [-4.322, 2.446, -0.397], [4.140, -0.576, -0.694], [5.085, -0.431, 0.813], [5.319, 0.746, -0.507], [-1.958, 3.219, -0.555], [0.532, 2.084, -0.535], [0.495, -1.936, 0.098], [-1.460, -3.185, 0.424], [-2.992, -2.365, 0.443]], "atomic_forces_ev_per_a": [[-0.094, 0.341, -0.003], [-0.485, -0.589, 0.116], [0.640, 0.348, -0.160], [-0.390, -0.942, 0.150], [-0.291, 0.057, -0.703], [0.301, 0.968, -0.093], [0.002, 0.012, 0.361], [0.419, 0.260, -0.046], [0.360, 0.053, 0.208], [0.204, -0.381, 0.251], [0.061, -0.127, 0.047], [-0.579, 0.077, 0.116], [-0.028, 0.013, 0.169], [-0.258, -0.006, 0.015], [-0.110, 0.130, 0.001], [0.086, 0.028, -0.116], [0.077, -0.106, -0.104], [0.034, -0.060, -0.181], [0.077, -0.097, -0.006], [0.076, -0.133, -0.006], [-0.106, 0.132, -0.013], [-0.183, 0.104, 0.013], [0.186, -0.083, -0.015]], "nbo_charge": [-0.24, -0.03, -0.28, 0.43, 0.32, 0.54, -0.80, -0.50, -0.59, -0.58, -0.73, 0.08, -0.02, 0.24, 0.24, 0.24, 0.23, 0.25, 0.44, 0.45, 0.43, 0.42, 0.43], "max_force_ev_per_a": 1.03, "charge": 1, "multiplicity": 1, "total_energy_ha": -1349.855638}